A) 2 unconnected molecules or ions with the total composition C2H3ClO2S, computed with ωB97M-V with the def2-TZVPD basis set.

Properties
- HOMO energy: -9.5 eV
- Net charge: 0

Element x y z (Å)
C (1.9537, 0.5494, -0.2510)
C (0.9803, -0.2365, -0.1069)
O (-3.2123, -1.2388, 0.4801)
O (-1.3493, -0.4627, -0.9582)
S (-2.5236, -0.1109, -0.1078)
Cl (-1.0410, 0.9019, 1.6901)
H (2.1217, 1.6623, 0.0811)
H (2.8373, 0.0076, -0.6003)
H (0.2332, -1.0723, -0.2272)

B) C2H3ClO2S in the gas phase, computed with ωB97M-V with the def2-TZVPD basis set.

Properties
- HOMO energy: -9.6 eV
- Net charge: 0
- SMILES: O=C(Cl)CSO

Element x y z (Å)
C (-0.0889, -0.4799, -0.5685)
C (1.3656, -0.4078, -0.0350)
O (-1.4237, 1.0990, 1.4201)
O (1.7828, -0.7755, 1.0516)
S (-1.5748, -0.4218, 0.6324)
Cl (2.4730, 0.3671, -1.1680)
H (-0.2072, 0.2873, -1.2783)
H (-0.4251, -1.4213, -1.0617)
H (-1.9016, 1.7529, 1.0073)

Relative to the most stable one, in hartree, the structures come out at A) 0.1241; B) 0.0000.